A molecular structure, C5H12Cl2O2Ta, computed with wB97M-V/def2-TZVPD.

```
! RIJCOSX wB97M-V def2-TZVPD def2/J DEFGRID3
* xyz -1 1
C 3.1600 -1.4564 -0.1509
C 2.3458 -0.1957 0.1874
Cl 3.1448 1.2189 -0.5632
C 0.9198 -0.2264 -0.3043
Cl 0.0985 -1.7765 0.2111
Ta -0.4655 1.5179 0.4306
C -2.1912 0.4723 -0.7683
C -3.0941 -0.2265 0.1425
O -3.6545 0.2961 1.0430
O -3.3107 -1.5288 -0.1300
H 3.6856 -1.8116 0.7170
H 2.5461 -2.2265 -0.5806
H 3.9122 -1.2133 -0.8819
H 2.3382 -0.1016 1.2563
H 0.8861 -0.2388 -1.3831
H -0.8719 0.4657 1.9157
H 0.9142 2.3311 1.3496
H -0.1419 2.5638 -1.0689
H -1.6295 2.8244 1.0732
H -1.7159 -0.2025 -1.4608
H -2.7096 1.2551 -1.2986
H -4.1663 -1.7405 0.2642
*
```

Calculated values
- orbital gap (eV) = 7.860

C9H12N2O in the gas phase, computed with wB97M-V/def2-TZVPD.

```
! RIJCOSX wB97M-V def2-TZVPD def2/J DEFGRID3
* xyz 0 3
C 4.2850 -0.5743 0.0219
C 3.2329 -1.4041 -0.1928
C 4.1185 0.7893 0.1869
C 1.9496 -0.9103 -0.0990
C 2.8138 1.3259 0.2258
C 1.7505 0.4199 0.1462
C -2.4242 0.5120 -1.0852
C -2.5977 -0.7181 1.0406
C -1.9457 0.3988 0.3292
N -0.4960 0.0652 0.3133
N 0.3933 0.9836 0.1584
O 0.2222 2.1984 0.0372
H 5.1563 -1.0595 0.3103
H 3.3238 -2.4411 -0.2979
H 5.0256 1.5013 0.5268
H 1.1017 -1.6258 -0.0795
H 2.6161 2.3275 0.4395
H -1.7561 0.1221 -1.7496
H -3.1843 -0.1969 -1.1100
H -2.8594 1.4108 -1.6374
H -2.5009 -1.7027 0.5399
H -3.6306 -0.4184 1.2405
H -2.2013 -0.8089 2.0376
H -2.0689 1.4514 0.8844
*
```

Calculated values
- energy relative to the best compared isomer or geometry (same formula, charge and spin) (kcal/mol) = 0.0
- orbital gap (spin up / spin down) (eV) = 7.655 / 7.284
- expectation value of S² = 2.015

A molecular structure, C6H13N2RuS, computed with wB97M-V/def2-TZVPD.

```
! RIJCOSX wB97M-V def2-TZVPD def2/J DEFGRID3
* xyz 1 5
C 1.6374 2.6159 -2.1683
Ru 0.3245 1.3675 -1.2426
N -1.3161 2.6520 -1.3611
H 1.6587 0.6988 -0.7416
H -0.5974 0.0561 -1.3651
H 2.5001 1.9992 -2.4587
H 1.9457 3.3805 -1.4408
H 1.2557 3.1064 -3.0760
H -1.6599 2.8848 -0.4292
H -2.0867 2.2369 -1.8833
H -1.0566 3.5262 -1.8205
S 0.0519 0.9489 0.9830
C -0.0479 -0.7456 1.2498
N -1.2973 -1.2968 1.4188
C -1.4886 -2.6278 1.6664
C -0.3966 -3.4667 1.7579
C 0.8879 -2.9322 1.6001
C 1.0641 -1.5752 1.3428
H -2.0976 -0.6637 1.3474
H -2.5217 -2.9416 1.7808
H -0.5508 -4.5310 1.9307
H 1.7541 -3.5840 1.6908
H 2.0372 -1.1086 1.2187
*
```

Calculated values
- energy relative to the best compared isomer or geometry (same formula, charge and spin) (kcal/mol) = 0.0
- orbital gap (spin up / spin down) (eV) = 6.413 / 7.501
- expectation value of S² = 6.014

C4H3F3 in the gas phase, computed with wB97M-V/def2-TZVPD.

```
! RIJCOSX wB97M-V def2-TZVPD def2/J DEFGRID3
* xyz 0 1
C 1.7946 -0.4043 -0.1022
C 0.8740 0.5255 0.0005
C -0.6662 0.4278 0.0250
F -1.2293 1.6136 0.1249
C -1.7112 -0.4749 -0.0027
F -2.9862 -0.0414 -0.0842
F -1.6453 -1.7933 -0.1509
H 1.7560 -1.4114 -0.2741
H 2.7239 0.0489 0.1618
H 1.0896 1.5096 0.3019
*
```

Calculated values
- energy relative to the best compared isomer or geometry (same formula, charge and spin) (kcal/mol) = 27.7
- orbital gap (eV) = 9.681

2 unconnected molecules or ions with the total composition C21H24N6O5, computed with wB97M-V/def2-TZVPD.

```
! RIJCOSX wB97M-V def2-TZVPD def2/J DEFGRID3
* xyz 0 1
O -0.9469 1.5118 1.8379
O -2.2567 -4.4357 2.5499
O 1.2284 -2.0234 3.8869
O -1.8286 -4.7427 0.3905
N 0.7666 1.9391 -0.6024
O 0.5749 3.8204 1.4040
C -1.3930 0.3864 2.0453
C -1.7382 -4.1029 1.4591
C 0.1640 -2.6092 3.6736
C 0.3528 2.9109 -1.3802
C 1.8145 -2.0363 -4.4299
C -0.8373 6.8231 -0.0952
C -1.0286 6.4308 -1.4202
C 1.5216 -0.3733 -1.0508
C -0.2822 5.9238 0.8150
C 1.7682 -1.3273 -2.0415
C -0.6498 5.1504 -1.8327
C 1.1194 0.2707 -3.7599
C 1.0718 0.8826 -1.4299
C 0.0794 4.6368 0.4242
C 1.5741 -1.0209 -3.4100
C -0.0798 4.2378 -0.9210
C 0.8632 1.2045 -2.7569
N 2.6443 -3.0910 -4.2120
N 0.4051 2.5016 -2.7063
N -0.1172 -3.7942 4.2243
N -0.5902 -0.5952 2.4466
N 1.2475 -2.0082 -5.5798
C -2.8703 0.1158 1.8516
C 0.7671 -4.5313 5.1218
C -0.9247 -2.8030 1.4003
C -0.8936 -2.0091 2.7232
H 0.1285 2.9393 1.3832
H -1.1253 7.8187 0.2313
H -1.4680 7.1257 -2.1298
H 1.6512 -0.6004 0.0048
H -0.1383 6.2102 1.8521
H 2.0776 -2.3137 -1.7103
H -0.8103 4.8834 -2.8721
H 0.9658 0.5631 -4.7934
H 3.0310 -3.1557 -3.2730
H 2.4463 -3.9607 -4.6940
H 0.1627 3.0838 -3.5011
H -0.9835 -4.2411 3.9169
H 0.3622 -0.3245 2.6469
H 0.5563 -1.2899 -5.7757
H 1.4438 -2.7041 -6.2902
H -3.0067 -0.6068 1.0508
H -3.2883 -0.2804 2.7747
H -3.3731 1.0461 1.5954
H 0.3218 -5.4956 5.3696
H 1.7295 -4.6932 4.6344
H 0.9249 -3.9573 6.0357
H 0.0983 -3.0274 1.0911
H -1.3647 -2.1811 0.6195
H -1.8677 -2.0814 3.2080
*
```

Calculated values
- energy relative to the best compared isomer or geometry (same formula, charge and spin) (kcal/mol) = 0.0
- orbital gap (eV) = 5.063

A molecular structure, C10H24Cl2NOP2Sn, computed with wB97M-V/def2-TZVPD.

```
! RIJCOSX wB97M-V def2-TZVPD def2/J DEFGRID3
* xyz 3 1
C 1.3374 0.1286 -3.1559
C 1.2810 0.0373 -1.6886
H 2.3695 0.3202 -3.4901
H 0.6759 0.9423 -3.5114
H 0.9777 -0.8241 -3.5902
O 2.0932 0.0668 -0.8117
Cl -3.4457 -0.5834 -1.7597
Sn -1.0979 -0.2149 -1.3300
P -0.4795 2.4061 -0.6682
C 0.9635 2.6430 0.4200
C -0.1187 3.4399 -2.1323
H -0.0502 4.4929 -1.8416
H -1.5063 4.4449 0.1329
H -0.9261 3.3262 -2.8643
H -2.7251 3.1705 -0.2993
H 1.8819 2.5220 -0.1750
H 0.8302 3.1245 -2.5719
C -1.7597 3.3701 0.1922
H 0.9268 3.6626 0.8425
H -1.8212 3.0385 1.2405
H 0.9732 1.8994 1.2352
P -0.1541 -2.5281 -0.3880
C 1.4448 -2.6163 0.5060
C -1.2934 -3.3361 0.7858
H -0.7885 -3.5114 -2.5124
H -0.0890 -4.7417 -1.4298
H 0.9801 -3.5706 -2.2685
C 0.0058 -3.7012 -1.7769
H -2.3258 -3.2128 0.4187
H -1.0341 -4.4086 0.8693
H 1.5060 -3.5650 1.0639
H 1.5529 -1.7763 1.2082
H -1.2357 -2.8494 1.7729
H 2.2486 -2.5635 -0.2360
Cl -1.4328 0.0769 1.1521
C -0.2685 0.1800 4.8183
C 0.6181 0.0679 3.6740
N 1.3866 0.0212 2.7972
H -1.1831 0.7180 4.5412
H 0.2323 0.7157 5.6402
H -0.5499 -0.8118 5.1908
*
```

Calculated values
- energy relative to the best compared isomer or geometry (same formula, charge and spin) (kcal/mol) = 100.6
- orbital gap (eV) = 4.642

| no. | maximum force (eV Å⁻¹) |
| --- | --- |
| 1 | 2.8 |
| 2 | 6.6 |
| 3 | 2.6 |
| 4 | 4.4 |
| 5 | 2.8 |
| 6 | 7.1 |